Record 1
The following is a DFT calculation (ωB97M-V/def2-TZVPD) of 2 unconnected molecules or ions with the total composition C3H5IO in a non-equilibrium geometry.

- LUMO energy (eV) = 0.00
- E_HOMO (Eh) = -0.3644
- gap between HOMO and LUMO (eV) = 9.92
- total energy (eV) = -13338.20406
- energy relative to the best compared isomer or geometry (same formula, charge and spin) (kJ/mol) = 112.8

Structure (XYZ):
```
10
Properties=species:S:1:pos:R:3:forces:R:3:nbo_charge:R:1
C 0.696908 -0.875117 -1.044785 0.2 -0.4 -2.4 -0.282
C 0.452846 0.289630 -0.453306 -0.9 -1.4 -0.1 -0.337
C 1.518079 1.019604 0.181952 -0.6 1.0 -0.5 0.396
O 2.697411 0.990229 -0.017394 0.5 -0.1 0.2 -0.506
H -0.135586 -1.504687 -1.434579 0.8 0.4 0.5 0.204
H 1.745119 -1.098006 -1.477476 -1.7 0.2 1.4 0.225
H -0.541274 0.698316 -0.155811 0.6 -0.9 -0.5 0.210
H 0.942030 1.672249 0.831017 1.0 1.2 1.4 0.088
I -3.633576 -0.286715 1.069535 0.1 0.4 -0.9 -0.098
H -3.741954 -0.905501 2.500849 0.0 -0.4 0.9 0.099
```
Positions in Å, forces in eV/Å.


Record 2
The following is a DFT calculation (ωB97M-V/def2-TZVPD) of 12 unconnected molecules or ions with the total composition C45H121N7O18 in a non-equilibrium geometry.

- LUMO energy (eV) = 0.43
- E_HOMO (Eh) = -0.3008
- gap between HOMO and LUMO (eV) = 8.62
- total energy (eV) = -95897.08567
- energy relative to the best compared isomer or geometry (same formula, charge and spin) (kJ/mol) = 602.3

Structure (XYZ):
```
191
Properties=species:S:1:pos:R:3:forces:R:3:lowdin_charge:R:1
C -0.698672 -0.542126 -1.571722 -1.5 -1.1 -0.4 -0.116
O 0.152338 -0.192186 -0.560412 1.9 0.6 1.5 -0.176
C -0.346302 -0.276406 0.768828 0.5 0.6 0.9 -0.183
C 0.644718 0.332814 1.745628 0.4 1.4 0.9 -0.378
C 1.893958 -0.513036 2.079858 -0.7 0.7 -0.8 -0.019
N 0.033348 0.691284 3.074548 0.3 -0.9 -0.1 0.071
H -0.300732 -0.816186 -2.548772 1.2 0.4 0.2 0.082
H -1.396142 0.270384 -1.775342 -0.6 -0.2 0.1 0.079
H -1.133182 -1.495076 -1.269732 -1.1 0.0 -0.1 0.081
H -1.229002 0.336194 0.952298 -0.6 -0.1 -0.7 0.108
H -0.525772 -1.268766 1.182478 -0.3 -0.6 -0.8 0.108
H 0.884008 1.329424 1.374688 0.7 -0.2 -0.9 0.123
H 2.672768 0.065584 2.576608 -0.2 0.1 0.1 0.058
H 2.322268 -0.869636 1.143118 0.1 -0.4 0.2 0.064
H 1.555938 -1.296406 2.758218 0.2 -0.3 -0.2 0.066
H 0.763618 1.283514 3.443428 0.2 0.0 0.6 0.031
H -0.773162 1.299234 3.068718 -0.4 0.1 -0.7 0.048
C -3.520872 2.713494 -1.398362 -0.6 1.0 -0.6 -0.088
O -3.338452 3.313304 -2.703602 -0.3 -1.5 -0.6 -0.214
C -3.708992 4.708794 -2.811612 1.1 -1.4 0.7 -0.174
C -3.326042 5.428434 -4.125672 1.1 -0.4 1.2 -0.163
N -1.876682 5.301534 -4.387432 0.2 -0.6 0.1 -0.055
C -1.178252 6.367684 -5.060162 -1.5 -0.2 -1.2 -0.196
C -1.678172 6.366344 -6.528322 2.0 0.6 1.0 -0.197
O -0.844292 5.439644 -7.248842 -1.3 0.4 -0.1 -0.186
C -1.380792 5.161904 -8.522272 0.7 -0.9 -0.8 -0.133
H -3.031962 3.314474 -0.631622 0.5 -0.1 0.1 0.058
H -3.238942 1.660904 -1.372242 0.7 0.3 -0.4 0.076
H -4.552752 2.647924 -1.053372 -0.5 0.4 -0.4 0.079
H -3.052082 5.046024 -2.009832 -0.6 1.4 0.1 0.082
H -4.772362 4.758504 -2.577362 -0.1 0.5 0.0 0.125
H -3.604052 6.463334 -3.926202 0.1 0.5 0.2 0.099
H -3.962062 5.198454 -4.980482 0.2 -0.7 -0.1 0.107
H -1.258552 5.032974 -3.635172 -1.0 -0.5 0.7 0.077
H -0.100252 6.216114 -5.005052 -0.1 -0.1 -0.1 0.125
H -1.403312 7.331284 -4.603072 0.0 0.5 0.0 0.100
H -1.528692 7.378344 -6.904632 -0.1 0.1 -0.5 0.115
H -2.748172 6.160894 -6.496662 0.0 -0.4 -0.5 0.105
H -1.207232 5.927764 -9.278212 -0.7 0.9 0.4 0.083
H -2.397532 4.770764 -8.485552 -0.3 0.5 0.1 0.092
H -0.821312 4.374464 -9.027272 0.4 -0.5 0.7 0.076
C 1.993278 -6.391926 -4.153742 -0.8 1.3 0.2 -0.078
O 0.907788 -6.125826 -3.270492 -0.8 -1.4 1.1 -0.199
C 0.670818 -4.832406 -2.727052 0.8 0.9 -1.9 -0.223
C -0.564182 -4.805286 -1.874272 -0.7 -0.1 2.0 -0.163
N -0.435762 -4.422146 -0.436772 1.0 -0.3 0.3 -0.051
C 0.755768 -4.969446 0.229008 -0.4 -0.9 -1.7 -0.210
C 0.659808 -4.883036 1.701228 -0.2 0.7 0.1 -0.253
O 1.927088 -5.124596 2.169098 1.8 -1.5 0.9 -0.183
C 2.280568 -4.459616 3.358248 -0.4 1.5 -0.8 -0.089
H 1.606348 -6.233166 -5.160312 0.5 0.7 -0.3 0.082
H 2.323738 -7.428656 -4.217752 -0.2 -0.1 1.0 0.083
H 2.783208 -5.723106 -3.812002 0.5 -0.1 -0.8 0.079
H 0.506848 -4.127266 -3.541912 -0.1 0.1 -0.5 0.114
H 1.545518 -4.387626 -2.252522 0.3 -0.4 0.5 0.094
H -0.968372 -5.817446 -1.890462 -0.2 0.0 0.0 0.124
H -1.360292 -4.104986 -2.127012 0.2 -0.2 -1.2 0.112
H -0.258232 -3.433146 -0.334482 -0.5 0.5 -0.5 0.076
H 1.669758 -4.473236 -0.097332 0.2 0.3 0.1 0.103
H 0.883668 -5.994686 -0.118312 -0.1 -0.3 0.2 0.135
H -0.074332 -5.585106 2.096518 -0.2 0.1 0.2 0.137
H 0.429268 -3.844386 1.938188 -0.7 0.3 0.3 0.113
H 3.278908 -4.724276 3.706628 -0.4 -0.7 0.1 0.091
H 1.466418 -4.429836 4.082388 0.2 -0.7 0.5 0.092
H 2.376678 -3.409526 3.082238 0.2 0.5 0.0 0.059
C 2.916928 -1.525276 -1.567922 1.4 -0.9 0.5 -0.058
O 3.856948 -1.828296 -0.533002 -0.6 2.5 0.8 -0.217
C 4.705798 -2.906296 -0.460952 0.1 -1.0 -1.1 -0.235
C 5.721428 -2.975096 -1.606322 1.3 0.9 0.6 -0.204
N 6.600768 -4.135936 -1.518222 -0.3 -1.0 -0.8 -0.045
C 6.061788 -5.230656 -2.323322 -1.1 0.0 0.8 -0.243
C 7.003048 -6.372756 -2.449392 0.6 0.8 0.0 -0.221
O 8.166538 -5.829806 -3.085202 -0.6 0.0 -0.5 -0.195
C 9.229028 -6.720536 -2.976842 1.4 0.4 1.1 -0.131
H 2.501838 -0.543516 -1.340012 -0.1 -0.3 0.1 0.079
H 2.165498 -2.314226 -1.535822 -0.4 0.1 -0.5 0.073
H 3.459658 -1.462736 -2.511132 -0.4 -0.2 -0.4 0.080
H 4.119148 -3.824446 -0.491752 -0.1 -0.5 0.4 0.106
H 5.233658 -2.793586 0.486028 -0.1 -0.3 0.0 0.129
H 6.376108 -2.111616 -1.488452 -0.1 0.3 -0.1 0.122
H 5.218658 -2.870056 -2.567722 -0.1 -0.2 -0.2 0.105
H 7.557108 -4.046616 -1.830532 0.0 1.0 0.0 0.101
H 5.757298 -4.989406 -3.341742 -0.2 0.7 -0.2 0.117
H 5.194498 -5.511716 -1.725912 -0.4 -0.6 -0.6 0.117
H 6.630968 -7.159986 -3.105082 -0.3 -0.3 0.3 0.128
H 7.194148 -6.686986 -1.423312 0.5 -0.6 0.0 0.129
H 9.754828 -6.406746 -2.075082 -0.1 -0.9 0.9 0.087
H 10.079748 -6.562426 -3.639692 -0.7 0.1 -1.1 0.084
H 8.900198 -7.759746 -2.972412 0.2 0.0 0.0 0.090
C -2.765342 0.321424 7.376878 0.7 1.3 -0.6 -0.097
O -1.436152 -0.229546 7.328538 -1.3 -0.4 0.4 -0.206
C -0.831282 -0.427626 6.041928 -2.2 -1.2 0.5 -0.173
C -1.723472 -1.417316 5.210848 1.0 -0.8 0.3 -0.187
N -1.917052 -2.752916 5.863558 0.0 1.4 -0.4 -0.046
C -3.078522 -3.477376 5.392068 0.9 -2.0 1.2 -0.202
C -3.072842 -4.888926 6.099168 -0.7 0.3 -0.8 -0.214
O -3.245032 -4.773726 7.497378 -0.4 1.2 0.1 -0.198
C -3.733912 -5.903336 8.165858 -0.1 -0.1 0.2 -0.122
H -2.669632 1.320634 6.951998 0.0 0.7 0.6 0.051
H -3.150962 0.322684 8.396378 0.6 0.1 0.0 0.091
H -3.614212 0.018554 6.763858 0.4 -1.6 -0.4 0.075
H 0.118378 -0.871146 6.341158 0.1 0.1 -0.6 0.125
H -0.740332 0.520144 5.511298 0.2 0.0 -0.1 0.080
H -1.200422 -1.615716 4.275358 0.0 0.2 -0.2 0.086
H -2.690162 -0.995926 4.935078 -0.1 0.5 0.1 0.090
H -2.024522 -2.641156 6.861578 0.1 0.2 0.2 0.097
H -3.069022 -3.621246 4.311648 0.3 -0.1 -0.1 0.105
H -4.073252 -3.099546 5.628428 -0.1 0.7 0.2 0.113
H -2.210732 -5.534466 5.931418 0.4 0.3 -0.4 0.119
H -3.924212 -5.374706 5.622418 -0.4 -0.5 0.2 0.109
H -3.935312 -5.679516 9.213448 0.6 0.4 0.1 0.084
H -2.999622 -6.706076 8.098578 -0.2 -0.4 0.0 0.088
H -4.732372 -6.205746 7.850068 0.0 -0.3 -0.8 0.083
C -2.898472 7.737774 -1.146482 -0.9 1.4 -3.2 -0.150
O -2.444842 6.724144 -0.380302 1.0 -1.2 0.1 -0.184
C -3.013242 6.729864 0.873598 -0.5 0.8 1.1 -0.255
C -2.586622 5.582034 1.700758 2.0 -1.2 1.3 -0.155
N -1.051992 5.416374 1.766288 -2.6 1.1 0.1 -0.011
C -0.519982 4.169544 2.324558 -0.5 0.7 -1.4 -0.213
C -0.718772 4.036154 3.785188 0.1 0.4 2.5 -0.235
O -1.982942 3.677804 4.328608 -1.2 -0.4 -1.1 -0.209
C -2.167102 3.799594 5.737268 0.8 0.5 -1.0 -0.090
H -2.792372 8.776084 -0.832222 0.3 -0.1 0.9 0.100
H -3.931182 7.618374 -1.474122 -0.7 -0.2 0.6 0.094
H -2.436422 7.729004 -2.133662 0.7 -0.3 0.1 0.084
H -4.102252 6.691724 0.847228 -0.4 0.0 -0.4 0.132
H -2.776952 7.687154 1.338208 0.2 0.1 0.4 0.132
H -3.079512 4.663894 1.381108 0.1 -0.3 -0.3 0.097
H -2.961862 5.759694 2.708598 0.1 0.0 0.1 0.117
H -0.798182 5.626144 0.811468 0.9 -0.4 0.0 0.071
H 0.561718 4.290114 2.265508 0.2 -0.3 -0.3 0.129
H -0.835362 3.325024 1.711848 0.0 -0.5 0.3 0.096
H -0.447062 5.009314 4.194138 0.0 0.4 0.1 0.128
H 0.016798 3.363574 4.226418 0.2 -0.3 -0.3 0.086
H -3.201702 3.569424 5.991658 0.1 -0.2 -0.2 0.088
H -1.982492 4.835184 6.022888 0.1 0.1 0.3 0.087
H -1.466072 3.141554 6.250728 0.0 -0.1 0.3 0.078
C -1.666982 -2.739096 -5.751542 0.2 0.3 -0.6 -0.113
O -1.244972 -1.585196 -5.005572 -1.3 -0.8 -0.2 -0.204
C -2.298852 -0.595626 -4.992362 1.5 1.0 -0.9 -0.194
C -1.602562 0.791684 -4.952742 0.0 -0.8 -0.3 -0.187
N -0.890422 1.025654 -6.245582 -1.6 1.0 0.9 -0.039
C -0.380592 2.402334 -6.228682 1.4 -0.5 0.8 -0.185
C 0.833568 2.544044 -5.229132 0.3 0.1 -2.3 -0.167
O 1.860478 1.592664 -5.630682 -1.0 0.0 0.7 -0.195
C 2.889968 1.425114 -4.689422 0.3 0.2 -0.1 -0.126
H -2.467312 -3.366476 -5.359152 0.0 0.2 0.9 0.082
H -0.824922 -3.394416 -5.974202 0.2 0.2 0.3 0.079
H -2.077222 -2.428426 -6.712412 0.2 0.3 -0.3 0.078
H -3.088592 -0.815556 -4.274012 0.3 0.1 0.5 0.119
H -2.761342 -0.554756 -5.978532 -0.2 -0.4 -0.2 0.105
H -0.925782 0.921484 -4.108222 0.1 -0.5 0.3 0.082
H -2.345092 1.569884 -4.776242 -0.2 0.1 -0.4 0.112
H -0.175372 0.331144 -6.408262 0.2 0.1 0.3 0.099
H -1.134172 3.111484 -5.886152 -0.2 -0.2 0.1 0.092
H -0.104132 2.756914 -7.221632 0.3 -0.3 0.0 0.100
H 0.456638 2.459504 -4.209872 0.5 -0.3 0.2 0.085
H 1.319928 3.502864 -5.408672 -0.4 0.5 0.5 0.117
H 2.525018 1.096534 -3.716312 -0.1 -0.3 0.1 0.073
H 3.462178 2.333084 -4.498962 -0.1 0.5 -0.1 0.080
H 3.621278 0.729194 -5.100502 -0.3 -0.3 0.0 0.086
C 0.109828 3.574924 -1.144992 -0.6 0.3 -0.1 -0.097
O -0.398242 4.865664 -1.628722 0.7 -1.4 1.0 -0.124
H 0.998928 3.606024 -0.515212 0.6 0.6 -0.7 0.078
H -0.558822 3.118704 -0.415012 -0.7 -0.1 -0.4 0.050
H 0.192998 2.930384 -2.020062 0.3 -0.1 0.3 0.067
H -1.197362 4.969714 -1.107012 -0.3 0.6 -0.2 0.015
C 5.095908 -1.086506 4.726918 -0.1 1.0 -0.2 -0.149
O 5.139018 -1.006226 6.160658 0.3 -0.1 -0.7 -0.117
H 4.999998 -2.055366 4.236818 0.0 -0.3 0.6 0.072
H 4.319548 -0.443726 4.311948 -0.6 -0.1 0.3 0.049
H 5.981868 -0.603006 4.315318 0.4 -0.3 0.4 0.076
H 4.655228 -1.711926 6.596018 -0.1 -0.1 -0.4 0.070
C -3.798182 0.872234 2.629918 -0.9 1.2 0.2 -0.137
O -3.959652 1.993964 1.775268 0.4 0.4 -1.4 -0.142
H -3.620162 1.375064 3.580478 0.4 -1.1 0.6 0.076
H -4.760242 0.360464 2.604658 0.2 -0.6 0.4 0.085
H -2.985992 0.235384 2.279398 -0.1 0.2 0.2 0.046
H -4.568942 2.603654 2.197948 0.1 0.0 0.0 0.077
C 2.321758 2.584924 5.377618 0.3 0.2 1.1 -0.177
O 2.770508 2.267694 4.112768 0.6 -0.7 -1.6 -0.126
H 3.043418 2.308554 6.146338 0.2 0.0 0.2 0.084
H 2.210378 3.669084 5.394678 -0.8 0.0 0.7 0.086
H 1.451818 1.960474 5.580978 -0.4 0.6 0.0 0.072
H 3.560588 2.788124 3.949888 0.1 -0.1 -0.2 0.092
C -3.137322 -2.327186 1.430358 0.1 -0.2 0.3 -0.190
O -3.434602 -3.444156 0.636918 -0.6 -0.2 -0.2 -0.106
H -2.980502 -1.417676 0.850458 0.0 0.1 -0.2 0.058
H -3.969592 -2.166046 2.115528 -0.2 0.0 -0.1 0.078
H -2.269942 -2.502586 2.066738 0.3 0.0 0.0 0.061
H -2.654272 -3.804486 0.209308 0.5 0.0 0.1 0.037
```
Positions in Å, forces in eV/Å.


Record 3
The following is a DFT calculation (ωB97M-V/def2-TZVPD) of a molecular structure, C24H26N3Ru in a non-equilibrium geometry.

- LUMO energy (spin up / spin down) (eV) = -3.68 / -4.38
- charge = +1
- E_HOMO (spin up / spin down) (Eh) = -0.3324 / -0.4266
- gap between HOMO and LUMO (spin up / spin down) (eV) = 5.36 / 7.23
- spin multiplicity = 5
- total energy (eV) = -32349.37950

Structure (XYZ):
```
54
Properties=species:S:1:pos:R:3:forces:R:3:nbo_charge:R:1
C 5.501594 -0.401748 -1.619954 -0.8 0.1 0.2 0.085
C 5.135904 -0.196246 -3.023082 -0.2 0.1 -0.8 -0.665
C 6.030227 0.715240 -0.839589 0.4 0.7 0.5 -0.662
C 5.603043 -1.764075 -1.093784 0.1 -0.8 0.2 -0.666
H 7.117117 0.827674 -1.013738 -0.1 0.1 0.1 0.223
H 5.895756 0.566326 0.243449 0.1 0.0 -0.2 0.205
H 5.562805 1.673113 -1.117285 0.2 -0.2 0.0 0.205
H 6.023750 -0.294479 -3.675138 -0.2 0.0 -0.1 0.222
H 4.720531 0.807372 -3.200838 0.1 -0.2 0.0 0.206
H 4.402241 -0.940218 -3.370530 0.2 0.2 0.0 0.213
H 6.598717 -2.191329 -1.318141 -0.2 -0.1 0.1 0.223
H 4.860970 -2.437722 -1.549272 0.2 0.1 0.1 0.212
H 5.479319 -1.799857 -0.000837 0.1 0.0 -0.2 0.205
C -0.366420 2.177461 -0.576645 0.9 1.3 -0.9 -0.230
C 0.926845 2.410396 0.003036 -0.6 0.3 -1.3 -0.298
C 1.909491 2.000702 -0.980724 -0.8 0.1 -0.7 -0.288
H 1.113532 2.979221 0.897182 0.1 0.0 0.1 0.253
C 1.196481 1.437351 -2.097111 0.3 0.4 0.7 -0.289
C -0.195972 1.498513 -1.812362 0.7 0.9 0.6 -0.187
H -0.996929 1.140136 -2.435989 0.0 -0.1 -0.1 0.244
H -1.289756 2.489326 -0.124591 -0.1 -0.2 -0.1 0.242
H 2.940946 2.298171 -0.960496 0.3 -0.3 0.1 0.268
H 1.631700 1.151708 -3.038048 0.1 -0.3 0.0 0.261
C 0.747453 -1.889672 1.411863 0.4 0.8 0.6 -0.217
C 0.460404 -0.765508 2.229706 1.7 -1.0 0.7 -0.253
C 1.580359 0.141395 2.143378 -0.4 -1.2 0.2 -0.294
H -0.400357 -0.638152 2.869508 0.3 -0.2 -0.2 0.255
C 2.624590 -0.524828 1.398274 -0.6 -1.0 0.1 -0.290
C 2.092361 -1.784249 0.949703 0.3 0.9 0.3 -0.274
H 2.663233 -2.568060 0.480341 -0.1 0.1 -0.3 0.259
H 0.064131 -2.708983 1.245468 0.1 0.0 -0.1 0.249
H 1.676483 1.048220 2.714734 0.1 0.1 0.0 0.250
H 3.658287 -0.223573 1.403432 0.0 0.1 -0.4 0.267
Ru 1.000461 0.251686 0.030728 0.8 -0.6 0.0 0.879
N -9.984761 -0.956309 0.404460 4.5 0.5 0.6 -0.243
C -8.811954 -0.829138 0.554428 -4.7 -0.5 -0.5 0.246
C -7.401627 -0.660925 0.696585 1.1 -0.1 0.0 -0.160
C -6.538911 -1.780582 0.567472 -0.1 0.4 -0.1 -0.137
C -5.150275 -1.566224 0.580414 -0.9 -0.9 -0.2 -0.233
C -4.652810 -0.291075 0.731016 -0.6 0.2 0.4 0.203
C -5.482229 0.799760 0.986756 -1.0 -0.2 -0.5 -0.228
C -6.878135 0.630869 0.930504 0.4 -0.2 0.0 -0.139
N -3.254170 -0.091115 0.737656 0.2 -0.3 0.5 -0.354
C -2.607773 0.573872 1.742048 -0.1 0.6 0.8 -0.070
C -1.295069 0.642475 1.406509 -2.4 1.0 -0.5 -0.100
N -1.157720 -0.007724 0.200370 -0.5 -1.0 0.1 -0.515
C -2.329717 -0.488420 -0.175567 -0.3 1.4 0.9 0.210
H -6.970138 -2.793816 0.436216 0.4 0.9 0.1 0.252
H -4.455203 -2.406553 0.498652 -0.3 0.3 0.0 0.233
H -5.056520 1.779829 1.156367 0.0 0.0 0.0 0.232
H -7.565281 1.488550 1.047622 0.5 -0.6 0.0 0.252
H -3.100834 0.932174 2.645258 0.0 -0.1 -0.5 0.248
H -0.593493 1.370248 1.811545 -0.2 -0.8 0.0 0.254
H -2.682673 -0.831208 -1.130960 0.5 -0.5 -0.2 0.238
```
Positions in Å, forces in eV/Å.